Here is a cluster of 15 separate species, C58H155N13O15 in total from the OMol25 dataset. Energies are from ωB97M-V/def2-TZVPD.

Structure (ORCA input):
```
! RIJCOSX wB97M-V def2-TZVPD def2/J DEFGRID3
* xyz 0 1
C -10.8623 -3.1523 22.1602
C -11.1779 -4.1799 23.2433
O -10.9129 -3.9215 24.4037
C -11.7348 -5.4817 22.7477
H -11.5916 -3.2284 21.3585
H -9.9427 -3.5238 21.6703
H -10.7044 -2.1657 22.5953
H -10.9664 -5.8490 21.9907
H -12.6913 -5.4359 22.2328
H -11.8421 -6.1367 23.5758
C -7.9534 4.0856 25.9921
C -9.2012 4.8193 26.4868
O -10.3209 4.5773 26.0611
C -9.0671 5.8902 27.6187
H -8.1919 3.5493 25.0690
H -7.6949 3.3146 26.7495
H -7.1464 4.7863 25.9006
H -8.6647 5.4357 28.5371
H -10.0381 6.2627 27.8211
H -8.2616 6.5867 27.3396
C -16.3529 2.8122 23.8724
C -15.3730 3.5162 24.8582
C -13.9191 3.2336 24.6135
O -13.5842 1.8703 24.3601
C -12.2218 1.5141 24.4647
N -15.4788 4.9405 24.9648
H -17.3691 3.0665 24.1255
H -16.2121 1.7041 23.8757
H -16.2516 3.1210 22.8115
H -15.7219 3.0812 25.7917
H -13.3719 3.6769 25.4322
H -13.6572 3.7058 23.6818
H -12.1067 0.7503 25.2594
H -11.6172 2.4093 24.6779
H -11.7856 1.0393 23.5709
H -16.3755 5.1283 25.3209
H -15.2187 5.3766 24.0997
C -12.5480 4.9868 28.3165
C -13.9391 4.5881 28.5716
C -14.0298 3.3995 29.5289
O -13.4186 2.1972 29.0006
C -14.0632 1.6220 27.9293
N -14.7791 5.6555 29.1941
H -12.5203 5.7821 27.4988
H -11.9168 4.1627 27.9142
H -12.0104 5.4533 29.1634
H -14.3109 4.3275 27.5548
H -15.0597 3.1050 29.6410
H -13.5264 3.4760 30.4529
H -14.6214 0.6646 28.0722
H -13.2907 1.4306 27.1540
H -14.8228 2.2389 27.4371
H -14.3363 6.5259 29.0575
H -15.5922 5.8860 28.6575
C -17.7224 -3.3573 25.4641
C -17.4402 -4.7951 25.7281
C -16.2121 -5.2398 25.0048
O -16.1285 -6.6304 25.1737
C -14.9938 -7.1979 24.4206
N -17.4563 -5.1186 27.1523
H -18.7050 -3.0528 25.8664
H -17.6088 -3.0380 24.4247
H -17.0086 -2.7571 26.0631
H -18.2348 -5.3686 25.2002
H -15.3323 -4.6747 25.3786
H -16.2967 -4.9953 23.9475
H -14.4986 -6.4171 23.8090
H -15.4576 -8.0087 23.8267
H -14.2549 -7.5807 25.1572
H -17.7565 -6.0746 27.3358
H -16.5005 -5.0882 27.4566
C -14.8458 -6.8740 30.1936
C -14.0658 -5.9388 29.2688
C -13.8721 -6.5120 27.8784
O -13.1999 -7.7265 27.8798
C -11.7727 -7.6368 27.8276
N -14.9108 -4.7065 29.1349
H -15.0086 -6.3918 31.1705
H -14.3325 -7.8340 30.2523
H -15.8135 -7.1120 29.7080
H -13.0678 -5.7406 29.7031
H -13.4137 -5.7703 27.2366
H -14.8678 -6.8313 27.4403
H -11.4298 -6.9600 27.0048
H -11.4681 -8.7016 27.6607
H -11.3588 -7.3101 28.7857
H -15.3886 -4.4322 29.9791
H -14.3197 -3.8791 29.0296
C -13.8500 -2.0962 23.3334
C -13.7901 -1.4743 21.9676
C -14.4826 -2.3320 20.9547
O -13.7244 -3.5431 20.6608
C -13.9733 -4.0962 19.3163
N -14.4800 -0.2190 21.9708
H -13.2171 -1.7057 24.0999
H -13.6316 -3.1434 23.3297
H -14.9154 -2.0346 23.6720
H -12.7584 -1.4289 21.6080
H -14.7537 -1.7421 20.0810
H -15.4697 -2.6477 21.3767
H -13.3511 -3.6407 18.5156
H -14.9927 -3.8992 19.0012
H -13.7978 -5.1682 19.3974
H -14.3637 0.4622 21.1633
H -14.2688 0.3332 22.7558
C -10.0159 -5.1737 30.5143
C -8.7554 -4.3272 30.3622
C -7.8891 -4.8534 29.2278
O -7.5450 -6.1898 29.5566
C -6.5083 -6.7858 28.8081
N -9.0881 -2.9381 30.0576
H -10.4794 -5.1919 29.5219
H -10.7172 -4.6927 31.1806
H -9.7633 -6.2055 30.7601
H -8.1372 -4.3723 31.2564
H -6.9665 -4.2459 29.0453
H -8.3684 -4.9673 28.2501
H -6.7411 -6.6328 27.7206
H -6.6127 -7.8151 29.1263
H -5.5592 -6.3573 29.0113
H -9.6827 -2.9564 29.1965
H -9.6218 -2.5547 30.8121
C -8.4673 0.8513 23.3392
C -8.3056 -0.5781 23.7764
C -7.2054 -0.6838 24.8257
O -7.0712 -1.9500 25.4166
C -6.5825 -2.9734 24.4572
N -9.6655 -1.0303 24.3429
H -7.6904 1.1808 22.6528
H -8.3803 1.5094 24.2141
H -9.4042 0.9201 22.8530
H -8.1779 -1.2357 22.9181
H -7.5724 -0.0182 25.6076
H -6.2580 -0.3275 24.4350
H -6.4452 -3.9393 24.9918
H -5.6478 -2.5888 24.0388
H -7.4020 -3.1164 23.7403
H -9.5771 -2.0150 24.6663
H -9.7970 -0.4851 25.2446
C -4.8140 -1.7006 29.5953
C -5.6790 -0.5734 28.9574
C -4.7543 0.2059 28.0613
O -3.8214 0.8965 28.8989
C -2.6483 1.3333 28.2115
N -6.8908 -1.0348 28.3531
H -4.5117 -2.4163 28.8041
H -5.4250 -2.1657 30.3910
H -3.9442 -1.2249 30.0953
H -5.9848 0.1068 29.7392
H -5.3182 0.8885 27.4336
H -4.2177 -0.4476 27.3348
H -2.1532 0.4428 27.7968
H -1.9456 1.7443 28.9467
H -2.9563 2.0909 27.4132
H -6.6485 -1.7311 27.6763
H -7.5153 -1.5022 29.0151
C -16.2292 -1.7379 29.2107
C -17.1925 -2.0579 30.3284
C -18.2116 -3.1267 29.8097
O -19.3180 -3.1286 30.7382
C -20.3196 -4.0388 30.2666
N -16.4743 -2.5976 31.5115
H -15.9758 -2.6610 28.6689
H -15.3508 -1.1631 29.4917
H -16.7569 -1.1271 28.4401
H -17.7997 -1.1773 30.6488
H -17.7323 -4.1197 29.7914
H -18.5334 -2.8317 28.8532
H -20.7106 -3.5979 29.3231
H -21.0648 -4.1104 31.0573
H -19.8750 -5.0138 30.0516
H -16.1778 -1.7701 32.1147
H -17.2419 -2.9821 32.0698
C -5.5085 3.4909 28.5523
C -5.8789 4.3980 29.6512
C -6.2487 3.4872 30.8334
O -7.4230 2.7123 30.4837
C -7.6628 1.6731 31.4160
N -4.8081 5.3199 30.0913
H -6.2695 2.7994 28.3514
H -4.6274 2.9615 28.9054
H -5.2862 3.9830 27.6006
H -6.7372 5.0094 29.4175
H -6.5322 4.0432 31.6918
H -5.4374 2.8231 31.0871
H -6.7882 1.0511 31.6562
H -8.4881 1.0214 31.0248
H -7.9934 2.1149 32.4021
H -3.8976 4.8414 30.1217
H -5.0214 5.7115 31.0168
C -12.8904 -2.6286 31.7952
C -12.3483 -1.1767 31.8495
C -13.0914 -0.2900 32.8740
O -14.4415 -0.1558 32.4924
C -14.6410 0.9175 31.5987
N -10.8852 -1.2000 32.1106
H -13.0544 -3.1200 32.7843
H -12.2470 -3.2767 31.2652
H -13.8344 -2.6021 31.2858
H -12.4286 -0.7199 30.8545
H -12.4508 0.6632 32.9599
H -13.1177 -0.6827 33.8516
H -14.5620 1.8605 32.1272
H -15.6418 0.7778 31.1285
H -13.8941 0.9224 30.7995
H -10.6842 -1.4943 33.0466
H -10.4953 -0.2596 32.0260
C -10.8544 3.2060 30.7542
C -11.0906 4.5100 31.5458
C -11.1110 4.2499 33.0389
O -12.0042 3.2263 33.4399
C -13.3581 3.6286 33.7027
N -10.2161 5.5257 30.9746
H -11.5888 2.4177 30.9209
H -9.8207 2.8640 30.8279
H -10.8735 3.4091 29.6468
H -12.1386 4.7933 31.2764
H -11.2522 5.1771 33.5648
H -10.0980 3.7828 33.2767
H -13.7940 2.8349 34.3209
H -13.9952 3.7903 32.8497
H -13.3116 4.5529 34.3390
H -9.2503 5.1503 30.9314
H -10.2764 6.4670 31.4231
C -12.5246 -2.7980 27.4709
C -11.3258 -2.0145 27.0081
C -11.0519 -0.7972 27.8602
O -9.9680 -0.1574 27.2363
C -9.5844 1.0599 27.8941
N -10.1954 -2.9203 27.0794
H -13.4715 -2.2982 27.2670
H -12.4297 -2.8406 28.5640
H -12.5545 -3.7955 27.1163
H -11.4270 -1.6331 26.0055
H -10.7899 -1.1781 28.8704
H -11.9665 -0.2301 27.9479
H -9.4093 0.8634 28.9342
H -10.3661 1.8329 27.7826
H -8.6665 1.3809 27.4177
H -10.4206 -3.6954 26.4349
H -9.3481 -2.4447 26.7295
*
```

Properties
Lowest unoccupied orbital energy: 0.562 eV
HOMO-LUMO gap: 0.3283 Eh
Highest occupied orbital energy: -8.37 eV

---

Here is a cluster of 2 separate species, C3H5O2 in total from the OMol25 dataset. Energies are from ωB97M-V/def2-TZVPD.

Structure (ORCA input):
```
! RIJCOSX wB97M-V def2-TZVPD def2/J DEFGRID3
* xyz -1 1
C 1.4659 -1.3073 1.6401
C -0.9847 1.1569 -0.7392
C 0.0742 0.0108 -0.9991
O 1.2685 -2.4653 1.7575
O 1.9489 -0.3501 2.1795
H -1.6904 1.2206 -1.5720
H -1.6219 0.9163 0.2070
H -0.4138 2.0002 -0.7013
H 0.4686 -0.4896 -0.1333
H -0.5152 -0.6925 -1.6393
*
```

Properties
Lowest unoccupied orbital energy (spin up / spin down): 3.919 / 3.642 eV
HOMO-LUMO gap (spin up / spin down): 0.2383 / 0.1623 Eh
Highest occupied orbital energy (spin up / spin down): -2.57 / -0.77 eV

---

Here is a structure of composition C7H13O2Si from the OMol25 dataset. Energies are from ωB97M-V/def2-TZVPD.

Structure (ORCA input):
```
! RIJCOSX wB97M-V def2-TZVPD def2/J DEFGRID3
* xyz -1 1
C -1.5391 -0.9897 1.6905
C -0.8251 -1.3475 0.6619
C -0.4138 -2.9255 0.4236
C -1.6291 0.3655 2.3585
C -0.1062 -0.8620 -2.2870
C 2.3578 -0.7264 -0.1198
C 0.2172 1.3472 -0.3091
O -0.9232 -3.8315 1.0034
O 0.5105 -2.8957 -0.3746
Si 0.4442 -0.5763 -0.4791
H -2.0691 -1.8292 2.2059
H -1.8991 1.1255 1.5332
H -0.6883 0.6172 2.9083
H -2.4351 0.2865 3.0324
H -0.6545 -1.7343 -2.4566
H -0.4917 0.0871 -2.8769
H 0.8487 -1.1059 -2.7606
H 2.5682 0.3554 -0.5024
H 2.6881 -0.7602 0.9140
H 2.7075 -1.5953 -0.6255
H 0.5719 1.8523 -1.1349
H -0.8280 1.6175 -0.2800
H 0.6376 1.8996 0.6172
*
```

Properties
Lowest unoccupied orbital energy: 3.767 eV
HOMO-LUMO gap: 0.2955 Eh
Highest occupied orbital energy: -4.27 eV

---

no.,F_max (eV/Å)
1,3.07
2,4.08
3,4.31